Here is a structure of composition C13H21Br15O4S2 from the Open Molecules 2025 dataset. Energies are from ωB97M-V/def2-TZVPD.

## Properties
gap between HOMO and LUMO = 0.345 Ha
energy = -40215.39855 hartree
lowest unoccupied orbital energy = -0.459 eV
energy above the lowest of the compared OMol25 structures with the same formula, charge and spin = 0.000 eV
E_HOMO = -9.852 eV
strongest force on any atom = 1.7 eV/A

The geometry in XYZ format:
```
55
Properties=species:S:1:pos:R:3:forces:R:3
C -3.501 0.276 1.868 0.05 -0.47 -0.25
Br -2.062 -0.405 0.784 -0.11 -0.18 0.20
Br -3.474 -0.445 3.642 0.19 0.01 0.35
Br -5.170 -0.186 1.050 -0.28 0.22 -0.16
H -3.398 1.345 1.940 -0.09 0.15 -0.04
C -2.439 -0.220 -3.422 0.10 0.05 0.33
Br -3.115 -2.003 -3.418 -0.13 -0.22 -0.04
Br -0.567 -0.186 -2.977 0.15 -0.02 -0.20
Br -3.419 0.908 -2.211 -0.23 0.20 -0.26
H -2.561 0.178 -4.415 0.10 0.12 -0.11
C 1.447 0.402 -0.005 0.25 0.04 -0.15
Br 2.574 -1.027 0.626 0.00 0.12 0.20
Br 2.413 1.509 -1.239 1.04 -1.30 -0.08
Br 0.704 1.504 1.376 0.31 0.12 0.37
H 0.631 -0.080 -0.526 -0.11 0.09 -0.06
C -1.650 -4.489 -0.132 -0.60 -0.20 -0.02
Br -1.702 -6.020 -1.276 0.10 -0.18 -0.17
Br -3.418 -3.746 0.059 -0.10 0.04 0.04
Br -0.394 -3.194 -0.754 0.26 0.17 -0.30
H -1.363 -4.811 0.860 0.12 0.03 -0.21
C 4.614 -1.006 -2.509 -0.19 0.21 0.13
Br 2.957 -1.556 -3.305 -0.13 -0.17 -0.11
Br 5.326 0.539 -3.385 0.16 0.07 -0.16
Br 5.859 -2.441 -2.367 0.22 -0.22 -0.07
H 4.384 -0.701 -1.502 -0.08 0.04 0.12
C 0.096 -2.319 4.922 0.25 0.47 0.97
C 0.190 -1.818 3.492 0.66 0.51 -0.15
C 0.799 -2.955 2.699 -0.17 -0.69 0.20
S 0.097 -4.447 3.438 -1.06 1.21 -0.45
O 1.141 -5.316 3.869 0.41 -0.57 0.34
O -0.973 -4.926 2.588 0.22 -0.51 0.22
C -0.704 -3.599 4.800 -0.46 -0.20 0.46
H -0.319 -1.560 5.590 -0.48 -0.22 -0.14
H 1.085 -2.486 5.365 0.05 -0.25 -0.36
H 0.826 -0.936 3.410 -0.03 0.02 0.02
H -0.784 -1.541 3.096 -0.14 -0.10 0.08
H 1.871 -3.030 2.870 0.08 0.03 -0.18
H 0.534 -2.985 1.648 0.21 0.08 0.02
H -0.821 -4.295 5.631 0.55 0.17 0.20
H -1.726 -3.345 4.511 0.09 -0.12 -0.41
C 0.259 6.026 -2.227 0.14 1.11 0.09
C -0.226 4.913 -1.317 0.02 -0.49 0.09
C 0.666 3.711 -1.601 0.06 1.28 -0.28
S 0.903 3.742 -3.384 -0.21 0.25 0.61
O -0.032 2.855 -3.992 -0.74 -0.55 -0.70
O 2.298 3.619 -3.687 0.70 -0.02 -0.11
C 0.373 5.441 -3.619 -0.56 -0.22 -0.41
H 1.206 6.457 -1.885 0.11 -0.38 0.00
H -0.418 6.884 -2.220 -0.14 -0.16 -0.08
H -1.255 4.638 -1.564 -0.06 0.17 0.14
H -0.149 5.168 -0.261 -0.21 0.11 -0.01
H 0.303 2.751 -1.253 -0.23 0.34 -0.20
H 1.687 3.914 -1.265 -0.38 -0.02 0.42
H -0.620 5.372 -4.070 0.02 -0.10 0.03
H 1.016 5.920 -4.350 0.29 0.12 0.23
```
Forces are in eV/Å.